*A*
The following is a quantum chemistry calculation of a 2-piece molecular cluster, C24H27N3O overall, from the Open Molecules 2025 dataset.

CARTESIAN COORDINATES (ANGSTROEM)
C -7.45836 -2.32792 0.32567
N -6.14724 -2.94215 0.43052
C -6.06345 -4.25505 -0.18242
C -4.98754 -2.20936 0.70920
C -4.42255 -2.22741 2.01484
C -3.22376 -1.59959 2.27433
C -2.50449 -0.93618 1.23881
C -1.20779 -0.39952 1.46494
C -0.55704 0.41663 0.54229
C 0.78928 0.72888 0.61261
C 1.46590 1.58527 -0.30043
C 2.88361 1.58037 -0.34402
C 3.57411 2.29650 -1.29387
C 2.87651 3.13691 -2.20349
N 3.58147 3.86333 -3.16664
C 4.01464 3.22385 -4.39739
C 3.42261 5.30334 -3.28957
C 1.46523 3.21254 -2.11849
C 0.77013 2.43795 -1.20545
C -3.12008 -0.85090 -0.04436
C -4.32703 -1.47044 -0.30130
H -7.53839 -1.47106 1.00553
H -7.68078 -1.98994 -0.70046
H -8.20179 -3.08471 0.60852
H -5.13803 -4.74926 0.13643
H -6.92976 -4.84103 0.15130
H -6.07475 -4.19590 -1.28384
H -4.96316 -2.76057 2.79797
H -2.80973 -1.60442 3.28474
H -0.69839 -0.64781 2.39980
H -1.11838 0.81443 -0.30587
H 1.40575 0.23191 1.36092
H 3.40387 0.94883 0.37477
H 4.66265 2.26171 -1.33261
H 4.10556 2.14192 -4.25441
H 3.30221 3.41350 -5.21802
H 4.98921 3.63941 -4.68043
H 3.18816 5.74269 -2.31338
H 4.37325 5.71846 -3.64830
H 2.62877 5.56963 -4.00534
H 0.93361 3.86550 -2.81434
H -0.32010 2.47708 -1.17135
H -2.62389 -0.30256 -0.84628
H -4.77639 -1.40867 -1.29478
N 3.05876 -0.56461 2.32242
C 3.50078 -1.53519 1.43323
O 3.14828 -1.49951 0.23839
C 4.41206 -2.55331 1.94848
C 4.86254 -2.50442 3.24011
C 4.41670 -1.47003 4.08336
C 3.50161 -0.54102 3.56394
H 4.71583 -3.30040 1.22337
H 5.56211 -3.25392 3.60478
H 4.75171 -1.37312 5.11332
H 3.12598 0.25934 4.21225

Calculated values
HOMO-LUMO gap (hartree): 0.1280

natural (NBO) population analysis, charges in e, atoms 1 to 5: C -0.392; N -0.507; C -0.391; C 0.230; C -0.231

*B*
The following is a quantum chemistry calculation of one molecule with the formula C24H27N3O, from the Open Molecules 2025 dataset.

CARTESIAN COORDINATES (ANGSTROEM)
C -3.17392 -2.13157 -0.43506
C -3.43438 -1.85283 -1.91356
N -2.42301 -0.99468 -2.46871
C -1.27282 -1.35708 -3.06904
C -0.60385 -0.19663 -3.40296
C 0.71922 -0.07036 -4.08095
N 1.77601 -0.63728 -3.25535
C 3.03034 -0.77619 -3.97075
C 4.03067 -1.54839 -3.11507
C 4.25244 -0.83914 -1.78459
C 2.90496 -0.63407 -1.09609
C 3.04828 0.13072 0.20624
O 4.09997 0.63489 0.53718
C 1.83100 0.27893 1.04322
C 1.83235 1.29257 2.00363
C 0.73693 1.50973 2.81081
C -0.39671 0.70612 2.69556
C -1.56793 0.92941 3.55370
C -2.26698 -0.14591 4.09826
C -3.36434 0.06788 4.91127
C -3.78599 1.35771 5.18778
C -3.10154 2.43382 4.64784
C -1.99976 2.22286 3.84027
C -0.39083 -0.31917 1.75054
C 0.69978 -0.52943 0.93197
C 1.97291 0.13244 -2.04296
C -1.44998 0.82411 -2.93956
N -2.53758 0.32600 -2.38351
H -2.21291 -2.62485 -0.30561
H -3.16781 -1.19428 0.11584
H -3.95388 -2.77196 -0.03213
H -3.44903 -2.78650 -2.48199
H -4.39469 -1.34509 -2.02943
H -1.00898 -2.38335 -3.22451
H 0.70058 -0.63116 -5.02111
H 0.90838 0.99200 -4.31928
H 2.83909 -1.32270 -4.89831
H 3.45465 0.21034 -4.23583
H 3.63484 -2.54923 -2.93240
H 4.97343 -1.64548 -3.65584
H 4.91538 -1.42139 -1.14252
H 4.72094 0.13335 -1.94884
H 2.45674 -1.61168 -0.89596
H 2.71615 1.90663 2.09482
H 0.76298 2.29289 3.55412
H -1.93179 -1.15412 3.90226
H -3.89203 -0.77515 5.33322
H -4.64436 1.52355 5.82174
H -3.42863 3.44194 4.85673
H -1.48062 3.06549 3.40761
H -1.26277 -0.94783 1.64837
H 0.66747 -1.33645 0.21628
H 0.99979 0.29396 -1.57383
H 2.41505 1.12372 -2.25923
H -1.30891 1.88523 -2.99981

Calculated values
SMILES: CCn1cc(CN2CCC[C@@H](C(=O)c3ccc(-c4ccccc4)cc3)C2)cn1
HOMO-LUMO gap (hartree): 0.3269

natural (NBO) population analysis, charges in e, atoms 1 to 5: C -0.613; C -0.205; N -0.156; C -0.046; C -0.145

Quick one: least stable of them? *A*

*A*
The following is a quantum chemistry calculation of one molecule with the formula C4H6O2S2, from the Open Molecules 2025 dataset.

CARTESIAN COORDINATES (ANGSTROEM)
C -2.26162 -0.02611 -0.53901
O -1.63348 -0.16759 0.62137
C -0.23158 0.01517 0.72506
S 0.52271 -1.46890 -0.10804
C 2.26027 -0.96700 0.07132
S 2.18610 0.85933 -0.13492
C 0.53649 1.27448 0.17661
O -0.04532 2.33194 -0.03310
H -3.24400 0.05484 -0.46710
H -1.88247 -0.64389 -1.47812
H -1.88283 1.06150 -0.86441
H 0.09730 0.03091 1.76650
H 2.74148 -1.27857 -0.76052
H 2.83696 -1.07611 1.02437

Calculated values
SMILES: CO[C@H]1SCSC1=O
HOMO-LUMO gap (hartree): 0.3555

natural (NBO) population analysis, charges in e, atoms 1 to 5: C -0.241; O -0.508; C -0.082; S 0.202; C -0.642

*B*
The following is a quantum chemistry calculation of one molecule with the formula C4H6O2S2, from the Open Molecules 2025 dataset.

CARTESIAN COORDINATES (ANGSTROEM)
C -1.91581 0.62924 -0.37956
C 0.28333 -1.15608 -0.31829
C 1.75044 0.44285 0.78634
C 1.33347 -0.12198 -0.60575
O -3.73218 2.29567 -0.94920
O -2.09594 -1.92933 0.33338
S -3.36847 1.24758 0.05034
S -1.21881 -0.75434 0.33908
H 0.47826 -2.11647 -0.10102
H 2.26949 1.32981 0.53430
H 2.38062 -0.38240 1.31279
H 0.79389 0.44387 1.29449
H 2.13692 -0.61752 -1.15426
H 0.90479 0.68909 -1.14264

Calculated values
HOMO-LUMO gap (alpha / beta) (hartree): 0.2681 / 0.2508

natural (NBO) population analysis, charges in e, atoms 1 to 5: C -0.849; C -0.315; C -0.576; C -0.460; O -0.852

*C*
The following is a quantum chemistry calculation of one molecule with the formula C4H6O2S2, from the Open Molecules 2025 dataset.

CARTESIAN COORDINATES (ANGSTROEM)
C 0.18856 0.98367 -0.92395
C 0.12493 -0.41997 -0.67505
C 0.14816 -0.47133 1.74852
C -0.61607 -0.97170 0.55430
O 0.52485 3.35016 -1.27603
O -0.39237 -0.05858 -3.42251
S 0.97753 2.28101 -0.38796
S -0.94970 0.22581 -2.12435
H 0.97534 -1.06080 -0.75774
H 1.17327 -0.87505 1.63551
H -0.46211 -0.78782 2.69864
H 0.36639 0.53830 1.97063
H -1.64866 -0.69827 0.54869
H -0.41011 -2.03542 0.41129

Calculated values
HOMO-LUMO gap (alpha / beta) (hartree): 0.3094 / 0.3094

natural (NBO) population analysis, charges in e, atoms 1 to 5: C -0.620; C -0.386; C -0.625; C -0.398; O -0.891

Quick one: least stable of them? *B*

*A*
The following is a quantum chemistry calculation of one molecule with the formula C4H8FOP, from the Open Molecules 2025 dataset.

CARTESIAN COORDINATES (ANGSTROEM)
C -2.39238 0.47148 -1.27336
C -1.39451 -0.43291 -0.65820
C -0.34186 -0.17884 0.19652
P 0.73049 -1.44338 0.57918
F -0.06524 -1.89643 2.16243
C 2.24594 0.09734 0.98718
O 3.30061 0.65329 0.06268
H -2.59354 1.10225 -0.46167
H -3.21256 0.01446 -1.75444
H -1.84112 1.03027 -2.03624
H -1.48609 -1.41017 -1.00904
H -0.28137 0.71491 0.77016
H 1.57197 0.80011 1.24926
H 2.76832 -0.36266 1.95722
H 2.99133 0.84028 -0.77167

Calculated values
SMILES: C/C=C/P(F)CO
HOMO-LUMO gap (hartree): 0.3306

natural (NBO) population analysis, charges in e, atoms 1 to 5: C -0.670; C -0.013; C -0.706; P 1.067; F -0.609

*B*
The following is a quantum chemistry calculation of one molecule with the formula C4H8FOP, from the Open Molecules 2025 dataset.

CARTESIAN COORDINATES (ANGSTROEM)
C -2.10385 0.86992 0.17834
C -0.97563 -0.04320 0.48678
O -1.12171 -1.07675 1.06127
C 0.44854 0.26356 -0.04718
C 1.50303 -0.28754 0.79432
F 0.55839 1.52168 -0.47455
P 0.45404 -1.12877 -1.84821
H -3.04578 0.48787 0.35864
H -2.08021 1.87226 0.81942
H -2.00080 1.15792 -0.91977
H 2.44124 0.23928 0.38639
H 1.55648 -0.00589 1.90404
H 1.59020 -1.30942 0.68576
H 1.16768 -2.11257 -1.20907
H 1.60837 -0.44837 -2.17619

Calculated values
SMILES: CC(=O)[C@](C)(F)P
HOMO-LUMO gap (hartree): 0.3485

natural (NBO) population analysis, charges in e, atoms 1 to 5: C -0.713; C 0.519; O -0.547; C 0.243; C -0.684

Quick one: least stable of them? *A*

*A*
The following is a quantum chemistry calculation of one molecule with the formula C5H9ClN2, from the Open Molecules 2025 dataset.

CARTESIAN COORDINATES (ANGSTROEM)
N 1.69255 -1.13952 -0.71878
C 0.56759 -0.33737 -0.35876
C 0.87586 0.91682 0.44710
C -0.47229 1.29184 1.10471
N -1.20335 0.02330 1.22270
C -0.76332 -0.83075 0.14317
C -0.63831 -0.24636 -1.25169
Cl -0.78039 -1.34199 -2.62337
H 1.51963 -1.68524 -1.53283
H 1.94518 -1.76281 0.01939
H 1.29912 1.71650 -0.16654
H 1.63925 0.64677 1.22201
H -1.00225 1.99220 0.46389
H -0.36040 1.77341 2.07161
H -2.21831 0.16388 1.19007
H -1.01658 -1.88314 0.23908
H -1.08398 0.70249 -1.47177

Calculated values
SMILES: N[C@]12CCN[C@H]1[C@@H]2Cl
HOMO-LUMO gap (hartree): 0.3492

natural (NBO) population analysis, charges in e, atoms 1 to 5: N -0.816; C 0.090; C -0.403; C -0.230; N -0.606

*B*
The following is a quantum chemistry calculation of a 2-piece molecular cluster, C5H9ClN2 overall, from the Open Molecules 2025 dataset.

CARTESIAN COORDINATES (ANGSTROEM)
C 1.72585 -2.55422 -0.25313
C 0.78239 -2.91352 0.68494
N -0.42690 -2.66294 0.08576
C -0.17734 -2.17334 -1.16198
N 1.12243 -2.09478 -1.39933
H 2.81081 -2.60334 -0.16066
H 0.86010 -3.31349 1.69593
H -1.34943 -2.81593 0.50055
H -0.97379 -1.89212 -1.85095
C -0.33170 3.24799 -0.44606
C -0.58831 2.54541 0.86929
Cl -2.33691 2.25570 1.11687
H 0.75158 3.41320 -0.57179
H -0.84201 4.22550 -0.47199
H -0.69507 2.63891 -1.29080
H -0.09256 1.55682 0.91812
H -0.23919 3.14014 1.73523

Calculated values
SMILES: c1c[nH]cn1.CCCl
HOMO-LUMO gap (hartree): 0.3530

natural (NBO) population analysis, charges in e, atoms 1 to 5: C -0.102; C -0.121; N -0.524; C 0.152; N -0.457

Quick one: least stable of them? *A*